# C17H39LuOP3Se

A structure of composition C17H39LuOP3Se (wB97M-V/def2-TZVPD, the OMol25 dataset).

Summary:
total charge: +3
frontier orbital gap (spin up / spin down): 3.49 / 8.61 eV
HOMO energy (spin up / spin down): -15.5 / -17.7 eV
LUMO level (spin up / spin down): -0.4404 / -0.3345 Eh
energy above the lowest of the compared OMol25 structures with the same formula, charge and spin: 0.0 kJ/mol

Element x y z (Å)
Lu1 0.326 0.251 1.045
P1 -1.366 -0.631 3.172
P2 1.330 -2.236 0.635
P3 -1.863 -0.708 -0.385
H1 1.095 2.462 -0.145
C1 0.022 2.201 -0.198
C2 -0.809 2.394 0.919
H2 -0.432 2.886 1.829
C3 -0.806 -0.136 4.852
C4 -1.712 -2.402 3.541
C5 -3.084 0.047 3.248
C6 2.384 -2.094 -0.850
C7 2.540 -2.719 1.910
C8 0.419 -3.782 0.338
C9 -3.164 0.515 -0.804
C10 -2.912 -2.153 -0.005
C11 -1.249 -1.129 -2.067
H3 -0.347 2.076 -1.216
H4 -1.897 2.448 0.858
H5 -0.609 0.943 4.889
H6 0.105 -0.681 5.132
H7 -1.581 -0.366 5.597
H8 -0.767 -2.927 3.732
H9 -2.217 -2.893 2.700
H10 -2.347 -2.501 4.435
H11 -3.038 1.138 3.213
H12 -3.571 -0.252 4.182
H13 -3.685 -0.304 2.407
H14 2.926 -3.039 -0.987
H15 3.102 -1.271 -0.728
H16 1.780 -1.878 -1.743
H17 3.053 -3.632 1.569
H18 2.028 -2.919 2.864
H19 3.281 -1.917 2.054
H20 1.164 -4.577 0.181
H21 -0.225 -3.694 -0.549
H22 -0.203 -4.020 1.214
H23 -3.819 0.090 -1.576
H24 -2.709 1.436 -1.183
H25 -3.762 0.751 0.085
H26 -3.558 -2.353 -0.876
H27 -3.554 -1.956 0.868
H28 -2.301 -3.045 0.195
H29 -2.124 -1.243 -2.718
H30 -0.680 -2.067 -2.056
H31 -0.606 -0.332 -2.464
C12 2.557 2.314 -4.126
C13 1.912 3.254 -3.305
C14 1.627 4.541 -3.768
C15 2.028 4.935 -5.053
C16 2.716 4.026 -5.866
C17 2.987 2.729 -5.414
Se1 2.734 0.539 -3.408
H32 2.228 0.766 -1.960
H33 1.617 2.955 -2.302
H34 1.092 5.226 -3.115
H35 1.800 5.944 -5.399
H36 3.035 4.346 -6.861
H37 3.524 2.033 -6.065
O1 1.680 0.805 2.833
H38 2.157 0.156 3.391
H39 1.744 1.651 3.299

=====

# C17H39O2P3Pt

A structure of composition C17H39O2P3Pt (wB97M-V/def2-TZVPD, the OMol25 dataset).

Summary:
total charge: +4
frontier orbital gap (spin up / spin down): 7.94 / 4.42 eV
HOMO energy (spin up / spin down): -20.7 / -21.4 eV
LUMO level (spin up / spin down): -0.4705 / -0.6236 Eh
energy above the lowest of the compared OMol25 structures with the same formula, charge and spin: 140.3 kJ/mol
spin multiplicity: 5

Element x y z (Å)
Pt1 -0.617 0.796 -0.223
P1 0.619 0.434 1.720
P2 -2.599 0.101 0.584
P3 1.396 0.962 -1.414
H1 -4.353 2.722 -2.106
C1 -4.282 2.413 -3.151
C2 -4.638 1.229 -3.672
H2 -5.168 0.461 -3.136
C3 0.756 2.043 2.592
C4 0.110 -0.737 3.028
C5 2.362 -0.099 1.643
C6 -4.014 -0.188 -0.516
C7 -2.279 -1.580 1.253
C8 -3.309 0.974 1.998
C9 1.429 1.179 -3.219
C10 2.720 -0.315 -1.396
C11 2.131 2.522 -0.810
H3 -4.023 3.219 -3.855
H4 -4.409 1.066 -4.724
H5 1.174 1.889 3.593
H6 -0.226 2.509 2.702
H7 1.418 2.722 2.047
H8 0.863 -0.746 3.833
H9 0.049 -1.755 2.617
H10 -0.859 -0.448 3.450
H11 3.001 0.645 1.168
H12 2.430 -1.030 1.078
H13 2.757 -0.289 2.649
H14 -4.808 -0.622 0.115
H15 -3.746 -0.885 -1.325
H16 -4.326 0.772 -0.962
H17 -2.537 -1.586 2.317
H18 -1.249 -1.912 1.082
H19 -2.931 -2.283 0.733
H20 -3.995 0.274 2.504
H21 -3.897 1.819 1.617
H22 -2.573 1.353 2.719
H23 2.483 1.068 -3.518
H24 1.065 2.184 -3.473
H25 0.812 0.383 -3.667
H26 2.986 -0.488 -2.448
H27 2.374 -1.271 -0.979
H28 3.606 0.080 -0.879
H29 2.783 2.849 -1.632
H30 2.732 2.399 0.101
H31 1.350 3.277 -0.631
C12 -1.613 2.292 -3.594
C13 -1.844 3.532 -2.882
C14 -1.396 4.727 -3.416
C15 -0.829 4.716 -4.710
C16 -0.865 3.580 -5.523
C17 -1.031 2.345 -4.912
O1 -2.001 1.185 -3.067
H32 -1.791 1.644 -1.054
H33 -2.376 3.396 -1.914
H34 -1.478 5.640 -2.801
H35 -0.413 5.653 -5.079
H36 -0.705 3.647 -6.610
H37 -0.889 1.372 -5.352
O2 0.686 -2.617 -0.212
H38 0.860 -3.223 0.562
H39 0.575 -3.172 -1.003

=====

# C17H39OP3PbSe

A structure of composition C17H39OP3PbSe (wB97M-V/def2-TZVPD, the OMol25 dataset).

Summary:
total charge: +4
frontier orbital gap (spin up / spin down): 6.13 / 5.07 eV
HOMO energy (spin up / spin down): -20.6 / -19.6 eV
LUMO level (spin up / spin down): -0.5328 / -0.5349 Eh
energy above the lowest of the compared OMol25 structures with the same formula, charge and spin: 0.0 kJ/mol

Element x y z (Å)
Pb1 -1.324 -0.517 0.770
P1 -0.815 0.442 3.191
P2 -2.553 1.759 -0.508
P3 0.139 -2.979 0.775
H1 0.167 0.481 -2.879
C1 0.219 -0.609 -2.863
C2 -0.811 -1.347 -3.299
H2 -1.718 -0.873 -3.686
C3 0.790 1.321 3.055
C4 -2.143 1.613 3.662
C5 -0.665 -0.960 4.363
C6 -2.925 1.835 -2.302
C7 -4.113 2.345 0.270
C8 -1.404 3.171 -0.269
C9 0.404 -4.013 -0.715
C10 -0.429 -4.191 2.036
C11 1.849 -2.582 1.306
H3 1.142 -1.056 -2.490
H4 -0.791 -2.441 -3.268
H5 1.170 1.794 3.980
H6 0.725 2.089 2.269
H7 1.555 0.622 2.682
H8 -2.026 2.062 4.665
H9 -3.114 1.096 3.618
H10 -2.235 2.431 2.931
H11 -0.487 -0.665 5.413
H12 0.137 -1.652 4.062
H13 -1.582 -1.567 4.318
H14 -3.105 2.879 -2.611
H15 -3.816 1.221 -2.504
H16 -2.084 1.412 -2.873
H17 -4.235 3.429 0.114
H18 -4.096 2.135 1.350
H19 -4.962 1.803 -0.172
H20 -1.819 4.053 -0.777
H21 -0.424 2.922 -0.699
H22 -1.270 3.378 0.803
H23 1.201 -4.753 -0.523
H24 0.679 -3.372 -1.568
H25 -0.538 -4.527 -0.964
H26 0.351 -4.951 2.204
H27 -1.349 -4.674 1.674
H28 -0.658 -3.681 2.983
H29 2.440 -3.510 1.293
H30 1.839 -2.153 2.319
H31 2.287 -1.842 0.620
C12 3.644 1.447 -1.661
C13 2.995 1.139 -2.859
C14 3.652 1.142 -4.076
C15 4.991 1.533 -4.151
C16 5.653 1.940 -2.980
C17 4.987 1.911 -1.743
Se1 2.577 1.129 -0.014
H32 1.188 0.515 -0.381
H33 1.953 0.850 -2.809
H34 3.097 0.827 -4.970
H35 5.500 1.519 -5.109
H36 6.692 2.273 -3.066
H37 5.513 2.241 -0.850
O1 -3.673 -1.749 1.077
H38 -4.539 -1.387 0.799
H39 -3.834 -2.705 1.043

=====

# C17H40Br3NO

A structure of composition C17H40Br3NO (wB97M-V/def2-TZVPD, the OMol25 dataset).

Summary:
total charge: 0
frontier orbital gap: 9.36 eV
HOMO energy: -9.4 eV
LUMO level: -0.0018 Eh

Element x y z (Å)
C1 19.873 7.598 -15.458
Br1 20.782 5.975 -14.798
Br2 17.967 7.405 -15.146
Br3 20.211 7.914 -17.341
H1 20.252 8.409 -14.853
C2 23.372 4.680 -18.562
C3 21.849 4.545 -18.508
C4 21.286 4.826 -19.924
C5 21.553 3.765 -20.991
C6 21.335 4.295 -22.401
C7 22.023 3.415 -23.452
H2 23.647 5.598 -19.081
H3 23.821 3.832 -19.081
H4 23.816 4.693 -17.564
H5 21.531 3.554 -18.184
H6 21.420 5.286 -17.836
H7 21.614 5.797 -20.311
H8 20.204 4.986 -19.829
H9 22.593 3.432 -20.951
H10 20.904 2.913 -20.775
H11 20.280 4.315 -22.686
H12 21.740 5.304 -22.502
H13 21.501 2.458 -23.543
H14 22.097 3.954 -24.397
H15 23.041 3.100 -23.201
C8 21.122 16.522 -10.762
C9 21.290 15.269 -11.647
C10 20.271 14.174 -11.350
C11 20.226 13.108 -12.428
C12 19.347 11.949 -11.974
C13 19.156 10.797 -12.981
H16 20.079 16.820 -10.870
H17 21.782 17.290 -11.165
H18 21.327 16.365 -9.703
H19 21.097 15.650 -12.659
H20 22.319 14.908 -11.632
H21 19.269 14.558 -11.153
H22 20.671 13.710 -10.438
H23 19.859 13.573 -13.350
H24 21.236 12.732 -12.614
H25 19.889 11.439 -11.173
H26 18.357 12.328 -11.716
H27 19.084 9.832 -12.480
H28 18.301 10.971 -13.634
H29 20.066 10.718 -13.589
C14 13.758 8.073 -18.386
C15 14.488 6.743 -18.355
C16 15.105 6.373 -19.713
O1 16.511 6.519 -19.628
C17 17.145 6.039 -20.804
N1 15.378 6.742 -17.198
H30 14.489 8.891 -18.485
H31 13.385 8.320 -17.384
H32 12.909 8.209 -19.051
H33 13.668 6.057 -18.099
H34 14.727 6.962 -20.554
H35 14.871 5.320 -19.924
H36 18.233 6.051 -20.745
H37 16.901 6.662 -21.672
H38 16.799 5.004 -20.912
H39 16.185 6.154 -17.400
H40 15.817 7.662 -17.151

=====

# C17H40F2FeN7O21S5

A structure of composition C17H40F2FeN7O21S5 (wB97M-V/def2-TZVPD, the OMol25 dataset).

Summary:
total charge: +1
frontier orbital gap (spin up / spin down): 4.29 / 1.66 eV
HOMO energy (spin up / spin down): -7.1 / -10.6 eV
LUMO level (spin up / spin down): -0.1038 / -0.3277 Eh
spin multiplicity: 9

Element x y z (Å)
Fe1 -3.316 1.287 -0.368
N1 -1.402 0.889 -0.109
S1 -0.141 1.460 0.633
O1 0.933 1.855 -0.246
O2 0.167 1.073 1.996
F1 -0.706 2.943 0.929
S2 -0.520 -0.638 -0.351
O3 -0.604 -1.606 0.731
O4 0.555 -0.755 -1.315
F2 -1.749 -1.197 -1.258
C1 -3.836 0.167 -3.443
O5 -3.594 0.548 -2.279
N2 -5.036 0.390 -4.031
N3 -2.859 -0.363 -4.225
H1 -5.690 0.983 -3.556
H2 -5.154 0.034 -4.961
H3 -1.948 -0.375 -3.790
H4 -3.060 -0.988 -4.988
C2 -2.373 4.257 -1.677
O6 -2.919 3.196 -1.313
N4 -2.346 4.658 -2.966
N5 -1.776 5.077 -0.770
H5 -2.014 5.585 -3.166
H6 -2.870 4.201 -3.688
H7 -1.282 5.875 -1.123
H8 -2.039 4.985 0.195
C3 -4.670 -1.349 1.261
O7 -4.089 -0.540 0.542
N6 -6.007 -1.532 1.252
N7 -3.952 -2.158 2.087
H9 -6.554 -1.208 0.476
H10 -6.427 -2.184 1.886
H11 -4.415 -2.698 2.793
H12 -2.952 -2.177 1.982
C4 0.193 2.510 5.733
C5 -0.976 1.908 4.962
O8 -1.235 2.801 3.886
S3 -0.993 4.268 4.498
O9 -2.044 4.545 5.420
O10 -0.709 5.211 3.483
O11 0.321 3.909 5.337
H13 1.186 2.095 5.595
H14 -0.007 2.557 6.805
H15 -1.891 1.765 5.534
H16 -0.642 0.924 4.633
C6 1.399 -3.879 -4.475
C7 1.156 -2.717 -3.488
O12 -0.121 -2.251 -3.918
S4 -0.157 -2.200 -5.510
O13 0.542 -1.038 -5.926
O14 -1.458 -2.527 -5.968
O15 0.798 -3.488 -5.698
H17 1.045 -4.827 -4.070
H18 2.468 -3.981 -4.662
H19 1.945 -1.969 -3.549
H20 1.073 -3.024 -2.452
C8 2.643 1.362 -2.573
C9 2.646 2.398 -3.663
O16 4.065 2.648 -3.864
S5 4.941 1.362 -3.500
O17 5.807 1.619 -2.407
O18 5.451 0.828 -4.709
O19 3.686 0.472 -2.978
H21 1.710 0.835 -2.393
H22 2.894 1.808 -1.606
H23 2.217 3.382 -3.504
H24 2.271 2.024 -4.619
C10 4.839 0.976 1.777
C11 4.914 0.599 0.295
C12 4.103 -0.679 0.269
O20 3.128 -0.533 1.283
C13 3.386 0.577 2.124
H25 4.947 2.046 1.971
H26 5.619 0.461 2.343
H27 5.953 0.451 0.012
H28 4.499 1.443 -0.252
H29 4.734 -1.544 0.497
H30 3.645 -0.813 -0.713
H31 3.288 0.356 3.190
H32 2.768 1.452 1.907
C14 0.558 -3.540 3.174
C15 -0.901 -3.406 3.501
C16 -1.065 -4.550 4.527
O21 -0.086 -5.516 4.230
C17 0.923 -5.001 3.392
H33 1.147 -2.903 3.839
H34 0.829 -3.179 2.179
H35 -1.556 -3.561 2.642
H36 -1.223 -2.440 3.887
H37 -2.091 -4.928 4.496
H38 -0.914 -4.208 5.564
H39 1.068 -5.590 2.477
H40 1.904 -4.995 3.896

=====

# C17H40GaN5O6P

A structure of composition C17H40GaN5O6P (wB97M-V/def2-TZVPD, the OMol25 dataset).

Summary:
total charge: -1
frontier orbital gap: 6.83 eV
HOMO energy: -4.8 eV
LUMO level: 0.0731 Eh

Element x y z (Å)
C1 -5.855 -3.219 -5.921
C2 -5.860 -2.991 -4.734
Ga1 -5.609 -2.492 -2.761
P1 -4.011 -0.762 -2.666
O1 -2.923 -1.023 -1.647
H1 -5.582 -3.483 -6.893
H2 -7.031 -2.000 -2.223
H3 -5.149 -3.810 -1.989
H4 -4.683 0.469 -2.436
H5 -3.451 -0.594 -3.968
C3 2.233 -0.889 -2.020
O2 3.324 -0.336 -1.970
N1 1.287 -0.815 -1.080
C4 0.000 -1.498 -1.198
C5 1.534 -0.009 0.100
H6 1.938 -1.520 -2.875
H7 -0.808 -0.772 -1.175
H8 -0.127 -2.196 -0.368
H9 -0.056 -2.048 -2.134
H10 1.704 1.025 -0.202
H11 2.424 -0.365 0.622
H12 0.675 -0.056 0.764
C6 0.877 -2.265 3.275
O3 -0.284 -2.056 3.564
N2 1.936 -1.659 3.841
C7 3.297 -1.948 3.426
C8 1.702 -0.679 4.886
H13 1.165 -2.987 2.490
H14 3.877 -2.327 4.264
H15 3.761 -1.032 3.049
H16 3.296 -2.694 2.638
H17 1.175 -1.144 5.721
H18 1.085 0.135 4.502
H19 2.653 -0.282 5.232
C9 6.721 -4.229 3.264
O4 5.798 -3.808 3.935
N3 6.879 -4.029 1.942
C10 8.016 -4.562 1.219
C11 5.882 -3.256 1.218
H20 7.535 -4.830 3.705
H21 8.585 -3.748 0.766
H22 7.673 -5.237 0.431
H23 8.666 -5.113 1.895
H24 5.808 -2.254 1.639
H25 4.909 -3.737 1.302
H26 6.160 -3.188 0.170
C12 -0.688 3.659 2.347
O5 0.264 2.956 2.631
N4 -1.553 3.423 1.347
C13 -2.662 4.309 1.067
C14 -1.375 2.240 0.515
H27 -0.922 4.581 2.910
H28 -3.605 3.766 1.158
H29 -2.578 4.702 0.050
H30 -2.664 5.142 1.768
H31 -1.423 1.345 1.135
H32 -0.397 2.273 0.034
H33 -2.151 2.198 -0.243
C15 -3.177 3.702 -2.654
O6 -3.343 2.698 -1.997
N5 -4.160 4.560 -2.997
C16 -3.908 5.746 -3.789
C17 -5.514 4.273 -2.552
H34 -2.185 3.999 -3.040
H35 -4.195 6.639 -3.228
H36 -4.487 5.707 -4.714
H37 -2.851 5.811 -4.038
H38 -5.547 4.229 -1.463
H39 -5.835 3.306 -2.940
H40 -6.188 5.049 -2.906

=====

- total charge of number 1 (C17H39LuOP3Se)?
  +3

=====

- What is the formula in the third record?
  C17H39OP3PbSe